1.
Here is a cluster of 2 separate species, C22H24FN5 in total in a non-equilibrium geometry from OMol25. Energies are from wB97M-V/def2-TZVPD.

Geometry as XYZ:
```
52
Properties=species:S:1:pos:R:3:forces:R:3
C 3.546558 -4.539489 -1.825262 0.4397 -1.0512 -0.0055
C 2.510154 -4.678688 -3.087512 1.8813 -1.7252 -0.7006
N 1.723480 -3.430043 -3.416414 -2.2945 0.0894 3.4160
C 0.319046 -3.448861 -2.855183 -2.5070 -0.8330 0.3669
C -0.196255 -2.158813 -2.007155 -2.1125 -0.9943 0.2228
N -1.559162 -1.961465 -1.403287 3.3481 -5.3495 -4.1524
C -2.399325 -3.163024 -1.730263 -1.9561 -0.6975 0.3591
C -3.976620 -3.136195 -1.186569 -0.4351 -3.2008 -1.4624
C -5.050337 -4.365675 -1.421851 3.1728 0.0951 -0.9811
C -4.567281 -5.723081 -2.214662 3.7366 2.2735 -0.2382
F -5.432620 -6.907876 -2.453918 2.8834 4.2172 0.9000
C -2.996001 -5.728470 -2.769383 -2.5786 1.0689 1.4564
C -1.933670 -4.484981 -2.554151 -0.5513 0.2348 0.3090
N -0.558945 -4.633789 -3.140887 -0.7777 5.2777 3.1192
H 3.601684 -5.620682 -1.322148 -0.1412 2.4957 -0.9248
H 3.194936 -3.765040 -1.014782 0.6963 -1.4700 -1.5964
H 4.661223 -4.328891 -2.194023 -2.5900 -0.1142 0.8552
H 1.869389 -5.640896 -2.907344 0.7588 2.2631 -0.4956
H 3.184052 -4.910845 -4.044966 -1.5796 0.4519 2.0720
H 2.215337 -2.658155 -2.873340 -0.8759 -1.0663 -1.1701
H 0.588838 -1.274008 -1.847214 -1.9347 -2.1181 -0.3224
H -4.387914 -2.179400 -0.604816 1.0823 -2.3983 -1.4455
H -6.182258 -4.337510 -1.051872 2.8898 0.1771 -0.8002
H -2.671075 -6.713200 -3.338999 -0.5316 2.4670 1.3040
C -2.468644 1.146754 -1.301815 -0.3191 0.0009 -0.2582
N -1.544132 1.840356 -0.382471 0.3464 0.1672 0.4548
C -0.920736 2.965615 -0.798760 0.4082 0.1598 0.7217
C -0.072583 3.668074 0.061319 -0.2163 -0.1309 -0.4189
C 0.137445 3.218872 1.368671 -0.7202 -0.6281 -0.6213
C -0.508143 2.036871 1.752680 -0.1573 -0.0754 -0.0709
C -1.342900 1.361999 0.863124 0.4020 0.4756 0.1912
C 0.978379 3.960137 2.325960 0.5481 0.4914 0.7832
C 0.447529 4.413150 3.539821 0.0971 0.0794 0.2410
C 1.254801 5.070155 4.467037 -0.1616 -0.3513 -0.5899
N 2.564205 5.276558 4.210259 -0.5113 -0.2254 -0.3333
C 3.107776 4.876009 3.038246 -0.6583 -0.3429 -0.3075
C 2.330705 4.218636 2.081604 0.3804 0.2438 0.2346
C 3.422944 5.928609 5.218028 0.2658 0.0922 0.1308
H -1.916478 0.896236 -2.211153 -0.2177 -0.0600 0.1567
H -3.294346 1.830940 -1.516561 0.1447 -0.1340 -0.0608
H -2.849558 0.237053 -0.832349 0.2709 0.1811 -0.1529
H -1.116350 3.300815 -1.814457 -0.0227 -0.1463 0.2042
H 0.399225 4.581222 -0.299827 -0.1508 -0.2339 0.0375
H -0.367653 1.624735 2.751066 -0.0723 0.0573 -0.2580
H -1.856142 0.446657 1.146477 0.0772 0.1588 -0.2168
H -0.604385 4.261643 3.778980 0.2713 0.0614 -0.0141
H 0.860114 5.423603 5.416846 0.2019 -0.0469 -0.2054
H 4.165318 5.074822 2.884357 -0.2076 -0.0064 0.1065
H 2.805137 3.891695 1.157613 -0.0617 0.1038 0.2380
H 3.878075 6.808071 4.756640 0.0027 -0.1445 0.1760
H 4.182663 5.202938 5.522048 -0.0721 0.2564 0.0094
H 2.824504 6.226850 6.082619 0.1089 -0.0960 -0.2630
```
Forces are in eV/Å.

## Properties
**Highest occupied orbital energy**: -11.8904 eV
**Net charge**: +2
**Multiplicity**: 1
**Gap between HOMO and LUMO**: 4.2 eV


2.
Here is a structure of composition C22H24FeNO4S in a non-equilibrium geometry from OMol25. Energies are from wB97M-V/def2-TZVPD.

Geometry as XYZ:
```
53
Properties=species:S:1:pos:R:3:forces:R:3
Fe 0.906396 -0.856727 0.396505 0.1210 2.5529 -1.3806
C 1.186504 -2.547094 1.547333 -0.7578 -1.6922 -0.2077
C -0.237690 -2.302660 1.495900 0.4607 -2.1514 -0.3915
C -0.653411 -2.403265 0.129440 -0.3852 -1.1373 0.4130
H -0.914120 -2.185702 2.336316 0.3560 0.4592 -0.1959
C 0.477789 -2.760296 -0.652063 0.0113 -1.0787 0.2519
C 1.616846 -2.816732 0.196862 -0.5354 -2.1679 0.5019
H 2.623835 -3.096496 -0.120213 -0.3598 0.3267 0.1873
H 1.805228 -2.582409 2.438278 -0.1696 0.2949 -0.2896
H -1.686107 -2.359874 -0.224830 0.4476 0.1889 0.1572
H 0.437488 -3.101344 -1.686025 0.2046 0.5364 0.4611
C 2.186874 1.122995 0.740430 1.5642 -0.6677 -1.6719
C 2.843861 -0.137218 0.422951 0.5470 2.0837 -0.4760
C 2.627440 -0.373698 -0.996380 0.9339 1.6752 0.0971
H 3.520003 -0.678985 1.073372 -0.3087 -0.0614 0.0072
C 1.985236 0.784763 -1.534038 0.9909 0.2067 1.1882
C 1.614724 1.635101 -0.463051 1.4885 -0.1529 -0.1806
H 1.056302 2.557963 -0.553316 0.0054 -0.1431 0.0655
H 2.276315 1.654094 1.675905 -0.4480 -0.3398 0.1243
H 3.094191 -1.146608 -1.596049 -0.1154 -0.0630 0.1475
H 1.965318 1.061311 -2.580890 -0.5192 -0.3453 0.1770
O -0.077359 -0.211007 -2.299863 -1.7426 -0.2638 -0.0010
C -0.239611 -0.460063 -3.691071 -1.0311 -0.1215 -0.3958
C -1.781836 -0.303488 -3.588524 0.1849 -0.0906 0.1904
C 0.280971 -1.822234 -4.107530 0.1971 0.0412 -0.4493
C 0.338160 0.661265 -4.526504 0.2885 0.0481 -0.4773
C -1.487991 0.192716 -2.181966 0.4669 0.1437 0.5601
H -2.322068 -1.250473 -3.543773 -0.0278 0.0235 -0.3779
H -2.243602 0.433265 -4.257715 0.0123 -0.3656 -0.0145
H -1.537589 1.282067 -2.061598 -0.1087 -0.2470 0.1869
H -2.012127 -0.315505 -1.354235 0.3928 0.3723 -0.2829
H -0.252631 -2.154445 -5.012681 0.1526 0.0173 0.1796
H 0.161943 -2.566463 -3.311189 -0.0727 0.3782 -0.4319
H 1.345383 -1.719357 -4.363168 -0.1318 -0.3020 0.1666
H -0.129681 0.647594 -5.520016 0.0849 0.0413 0.0520
H 1.412552 0.504243 -4.661057 -0.0325 0.2804 0.0484
H 0.154334 1.635694 -4.056571 0.0526 -0.2412 -0.0965
O 1.378104 -0.200068 3.341732 0.1496 -0.1347 0.1054
C 0.339492 0.337733 2.928125 -1.4940 0.9537 -0.1091
N -0.108993 0.230832 1.601867 -2.7195 2.0991 0.9428
S -1.546173 1.077816 1.275420 3.1870 -0.6011 3.2544
O -1.302256 2.175433 0.364500 -0.5834 0.0020 -0.6228
O -2.611975 0.157606 0.958701 -0.6886 -0.1641 -0.7386
C -1.642489 1.650736 2.943387 -2.2538 1.1245 -1.0694
C -2.600125 2.493421 3.498058 0.6115 -0.4603 -0.0944
C -2.451558 2.845186 4.843335 -1.3445 0.7078 -0.5222
C -1.368536 2.371130 5.608092 1.5226 -0.9485 0.2573
C -0.417152 1.528781 5.035796 -0.8604 0.7598 0.6374
C -0.580358 1.173152 3.700391 2.3134 -1.5694 -0.2366
H -3.421591 2.844810 2.874009 0.0566 0.0717 0.2648
H -3.186590 3.501205 5.306869 0.0568 -0.0549 -0.0549
H -1.267930 2.660325 6.648403 -0.0346 0.0503 0.0473
H 0.446265 1.130954 5.562320 -0.1359 0.1258 0.0960
```
Forces are in eV/Å.

## Properties
**Highest occupied orbital energy (spin up / spin down)**: 2.0848 / -0.6071 eV
**Net charge**: -2
**Multiplicity**: 6
**Gap between HOMO and LUMO (spin up / spin down)**: 2.5 / 5.2 eV


3.
Here is a structure of composition C22H24IrN5O11SSi from OMol25. Energies are from wB97M-V/def2-TZVPD.

Geometry as XYZ:
```
65
Properties=species:S:1:pos:R:3:forces:R:3
Ir -0.714703 -0.220255 -0.136275 0.0947 -0.0486 0.0051
O -0.537368 -3.790985 -2.288073 0.0582 -0.0046 0.0100
C -0.493610 -2.596655 -2.003771 -0.0679 0.0163 -0.0102
O -0.656355 -2.151309 -0.819615 -0.0299 -0.0077 -0.0138
C -0.236120 -1.630022 -3.174314 0.0257 -0.0041 0.0124
C -0.113064 -2.242955 -4.395934 -0.0001 -0.0014 -0.0062
C 0.110742 -1.518571 -5.568141 -0.0204 0.0145 0.0161
C 0.194482 -0.147174 -5.542473 -0.0005 -0.0148 -0.0145
C 0.087678 0.499976 -4.328439 0.0018 -0.0075 0.0094
C -0.106658 -0.200357 -3.081346 -0.0293 0.0071 -0.0296
O -0.165816 0.462947 -1.998268 0.0694 0.0208 0.0348
N 0.167076 1.952763 -4.391585 -0.0354 0.0050 0.0098
O 0.047675 2.483548 -5.489865 0.0188 0.0043 -0.0054
O 0.343942 2.597006 -3.370144 0.0036 0.0119 -0.0009
N 0.246224 -2.206865 -6.836245 0.0544 -0.0091 0.0011
O 0.440324 -1.538096 -7.843240 -0.0187 0.0016 -0.0013
O 0.168364 -3.423988 -6.846772 -0.0199 0.0026 -0.0018
H -0.199117 -3.319536 -4.416871 0.0027 -0.0002 -0.0006
H 0.344638 0.419787 -6.446422 -0.0004 -0.0013 0.0017
O -2.626727 6.040377 1.461725 -0.0046 0.0241 0.0142
C -2.160108 5.337247 2.389265 0.0266 0.0430 -0.0390
O -2.118533 5.539971 3.612017 -0.0349 -0.0187 0.0265
C -1.575272 4.008824 1.888256 0.0131 -0.0386 -0.0140
C -0.810464 3.976803 0.724690 -0.0264 -0.0082 -0.0315
C -0.448689 2.767786 0.170598 -0.0215 -0.0083 -0.0046
N -0.827957 1.608487 0.717230 0.0080 0.0301 0.0058
C -1.478885 1.615437 1.891288 0.0101 -0.0157 -0.0040
C -1.854797 2.794840 2.505504 0.0156 -0.0055 0.0226
C -1.760043 0.237601 2.468571 -0.0134 0.0148 0.0019
O -2.298070 0.138904 3.560129 0.0100 -0.0046 -0.0023
O -1.355342 -0.741423 1.731102 -0.0222 -0.0047 -0.0064
H -0.555916 4.901694 0.223725 -0.0135 0.0055 0.0135
H 0.102228 2.689859 -0.758872 -0.0201 0.0022 0.0105
H -2.390345 2.749030 3.443323 0.0001 0.0171 -0.0006
S -3.145575 -0.071363 -0.791531 -0.0377 0.0211 -0.0016
C -3.395738 1.554276 -1.258821 -0.0052 -0.0159 0.0290
N -4.545600 2.158645 -0.921413 -0.0432 -0.0162 -0.0501
C -4.881431 3.531067 -1.270207 0.0160 0.0019 0.0073
C -3.608078 4.351048 -1.382731 -0.0024 -0.0025 0.0180
C -2.633343 3.651058 -2.313841 0.0137 0.0043 0.0074
N -2.503049 2.241849 -1.961881 0.0199 -0.0279 -0.0040
H -5.146211 1.619422 -0.322563 0.0115 0.0085 0.0173
H -5.519877 3.933673 -0.484491 -0.0100 -0.0074 -0.0029
H -5.443647 3.551790 -2.211449 0.0016 0.0029 -0.0003
H -3.174464 4.496322 -0.391765 0.0280 0.0113 -0.0017
H -3.837763 5.344158 -1.769824 -0.0020 -0.0032 -0.0052
H -1.643397 4.101753 -2.252096 0.0034 -0.0053 0.0000
H -2.964599 3.731954 -3.354932 0.0022 0.0048 0.0004
H -1.617928 1.768958 -2.126727 0.0080 0.0061 -0.0056
C 2.959856 2.019461 0.094948 -0.0014 0.0010 -0.0103
Si 2.773963 0.161907 -0.176989 -0.0381 0.0664 0.0210
C 4.239786 -0.657756 0.699357 -0.0032 0.0062 0.0110
C 3.038023 -0.144573 -2.016251 -0.0173 -0.0408 0.0122
C 1.215721 -0.504748 0.576943 -0.0256 0.0086 0.0058
H 3.979905 2.346179 -0.128142 0.0038 -0.0055 0.0000
H 2.734839 2.289562 1.129858 0.0038 0.0062 0.0015
H 2.284113 2.586667 -0.547882 0.0263 -0.0141 -0.0110
H 5.194929 -0.250682 0.354133 -0.0012 -0.0011 -0.0013
H 4.241223 -1.734467 0.509946 0.0035 -0.0016 0.0030
H 4.178706 -0.513051 1.781127 0.0003 0.0023 -0.0017
H 4.088384 0.020784 -2.274881 -0.0056 -0.0005 -0.0032
H 2.432182 0.542066 -2.609150 -0.0037 0.0009 -0.0213
H 2.776906 -1.166668 -2.302981 -0.0137 0.0080 -0.0080
H 1.225324 -0.138741 1.616160 0.0260 -0.0265 0.0082
H 1.324226 -1.594848 0.657616 0.0088 -0.0097 -0.0224
```
Forces are in eV/Å.

## Properties
**Highest occupied orbital energy**: -3.1116 eV
**Net charge**: -2
**Multiplicity**: 1
**ΔE to the lowest compared entry with this formula, charge and spin**: 4.8 kcal per mole
**Gap between HOMO and LUMO**: 6.8 eV


4.
Here is a cluster of 2 separate species, C22H24N2O2 in total in a non-equilibrium geometry from OMol25. Energies are from wB97M-V/def2-TZVPD.

Geometry as XYZ:
```
50
Properties=species:S:1:pos:R:3:forces:R:3
C -5.778313 -0.839622 -0.537294 0.3085 0.0662 -0.1109
N -4.689967 -1.270658 -1.380149 -0.7482 -0.1621 -0.1668
C -4.970039 -2.447783 -2.165107 0.2237 0.2303 0.0492
C -3.421846 -0.687925 -1.326896 1.0083 0.3248 0.0996
C -2.471782 -1.146758 -0.386614 -0.6125 0.2662 -0.4928
C -1.210768 -0.592334 -0.348330 0.4503 0.4682 -0.1400
C -0.841561 0.449254 -1.233285 -1.5579 -0.5602 0.1861
C 0.495619 0.993318 -1.238733 1.2411 -0.5201 -0.5315
C 1.623744 0.230420 -1.216494 -1.0176 0.6804 0.0953
C 3.002683 0.803756 -1.210997 0.2586 1.1251 0.0458
O 3.313057 1.988492 -1.137812 -0.3980 -1.4611 -0.1026
C 3.925274 -0.364811 -1.296587 0.2595 -0.5358 -0.0155
C 5.315632 -0.401347 -1.311149 0.0117 -0.0485 0.0219
C 5.957769 -1.643941 -1.369914 -0.4112 -0.0747 -0.0292
C 5.206285 -2.838576 -1.427807 -0.1122 0.4301 0.0120
C 3.809104 -2.791216 -1.430895 0.0862 0.0570 -0.0154
C 3.187551 -1.550492 -1.360161 0.4978 0.1865 -0.0999
C 1.729970 -1.256460 -1.349607 -0.7457 -0.9926 0.1882
O 0.853408 -2.108593 -1.450574 1.0144 1.0773 0.0429
C -1.817301 0.936966 -2.137504 0.7879 0.0444 0.3191
C -3.073662 0.364335 -2.208749 -0.3390 -0.6326 0.5080
H -5.455787 0.020178 0.059422 -0.2117 -0.1773 -0.0638
H -6.640040 -0.558480 -1.159650 -0.0240 0.0918 0.2010
H -6.098545 -1.657623 0.125529 -0.0241 0.1701 0.0947
H -4.072310 -2.733730 -2.723782 -0.2766 -0.0534 0.0649
H -5.286350 -3.276430 -1.513711 0.1002 -0.0738 -0.1555
H -5.793178 -2.239750 -2.863637 0.1091 -0.1799 -0.0731
H -2.745857 -1.952824 0.299822 0.0599 0.3006 -0.2539
H -0.503293 -0.962506 0.393420 -0.0663 0.1751 -0.2600
H 0.613433 2.066910 -1.392244 0.0946 -0.0894 0.2027
H 5.857187 0.540665 -1.277676 0.0770 -0.2291 0.0181
H 7.047626 -1.693106 -1.374994 -0.3233 0.0158 -0.0014
H 5.716270 -3.801715 -1.475872 -0.1147 0.3027 0.0204
H 3.183322 -3.679618 -1.486126 0.2472 0.0715 0.0134
H -1.533333 1.752691 -2.805940 -0.1604 -0.1988 0.1340
H -3.823648 0.701062 -2.929876 0.3039 -0.0622 0.2585
C 1.501595 2.627424 4.227120 -0.0487 -0.2302 -0.3534
C -0.037162 2.767055 4.268388 0.0160 -0.2172 -0.3362
C -0.560945 2.116458 2.961933 -0.4872 0.7291 -0.0993
N 0.569314 1.443881 2.397157 -0.1318 -1.3211 0.2075
C 1.830724 1.900090 2.897598 0.6383 0.5807 -0.1493
H 1.989215 3.604719 4.240171 0.0176 -0.1781 0.2029
H 1.844034 2.025269 5.074354 0.0595 0.2623 -0.1128
H -0.439745 2.237753 5.137714 -0.0030 0.2591 -0.1171
H -0.336125 3.817595 4.299145 -0.0485 -0.1856 0.2015
H -1.402539 1.438342 3.172610 0.2381 0.0610 -0.1185
H -0.945447 2.898631 2.277203 -0.0293 -0.0992 0.2495
H 0.520707 1.108689 1.447389 -0.0091 0.2707 0.1199
H 2.318075 2.588484 2.177324 -0.0036 -0.0854 0.3335
H 2.537938 1.073871 3.071888 -0.2045 0.1214 -0.0917
```
Forces are in eV/Å.

## Properties
**Highest occupied orbital energy**: -7.9264 eV
**Multiplicity**: 1
**ΔE to the lowest compared entry with this formula, charge and spin**: 80.1 kcal per mole
**Gap between HOMO and LUMO**: 6.9 eV